DFT (ωB97M-V/def2-TZVPD) results for one molecule with the formula C5H8F2O6 in a non-equilibrium geometry.

Values from the calculation:
HOMO-LUMO gap = 8.2699 eV
Energy above the lowest of the compared OMol25 structures with the same formula, charge and spin = 74.23 kcal per mole
E_HOMO = -7.97 eV
E_LUMO = 0.30 eV

Last column: Mulliken charge in e.
Cartesian coordinates (Å):
C: -0.296 -0.833 -0.069  -0.05
C: -0.049 0.325 1.012  0.62
C: -1.228 0.892 1.951  -0.52
C: -2.408 -1.444 -0.961  0.54
C: 0.577 -0.885 -1.321  -0.61
O: -1.657 -0.549 -0.442  -0.19
O: 0.309 1.410 0.148  -0.71
O: 0.964 0.011 1.824  -0.52
O: -2.003 1.888 1.041  -0.38
O: -2.190 -2.532 -1.244  -0.40
O: 0.475 -2.180 -1.916  -0.52
F: -2.063 -0.066 2.325  -0.18
F: -3.641 -0.787 -1.032  -0.28
H: -0.365 -1.910 0.393  0.39
H: 1.672 -0.775 -1.129  0.35
H: 0.330 -0.069 -2.056  0.26
H: 0.850 2.030 0.684  0.33
H: 0.526 0.128 2.679  0.52
H: -1.140 1.922 0.401  0.58
H: -2.765 1.302 0.590  0.42
H: -0.409 -2.120 -2.304  0.34